# 1
Molecular formula: C33H69F5O39P6
Method: DFT, wB97M-V/def2-TZVPD

## Properties
Frontier orbital gap in eV: 10.22
Energy above the lowest of the compared OMol25 structures with the same formula, charge and spin in eV: 0.000
HOMO in eV: -10.031
Total charge: 0
Lowest unoccupied orbital energy in eV: 0.19
SMILES: O=C1OC[C@@H](F)O1.O=C1OC[C@@H](F)O1.O=C1OC[C@@H](F)O1.O=C1OC[C@@H](F)O1.O=C1OC[C@@H](F)O1.COP(=O)(OC)OC.COP(=O)(OC)OC.COP(=O)(OC)OC.COP(=O)(OC)OC.COP(=O)(OC)OC.COP(=O)(OC)OC

Cartesian coordinates (Å):
O -3.4052 1.7217 4.9787
C -3.2247 0.6472 4.5112
O -2.7025 0.3916 3.2938
C -2.4341 -1.0009 3.0876
C -3.1691 -1.5634 4.2934
F -2.2928 -2.3783 4.9901
O -3.5737 -0.5053 5.1189
H -2.7275 -1.2897 2.0797
H -1.3898 -1.3179 3.1406
H -4.0491 -2.1736 4.0995
O 3.2327 -2.6877 3.6768
C 2.9656 -3.4084 2.7756
O 3.2143 -4.7333 2.7277
C 2.5228 -5.2817 1.6000
C 2.5220 -4.0629 0.6261
F 1.4303 -4.0734 -0.1483
O 2.4486 -3.0401 1.5974
H 2.9772 -6.2342 1.3397
H 1.4777 -5.5228 1.8193
H 3.4283 -4.0199 0.0142
O 2.6124 0.3300 4.4273
C 2.4818 -0.1827 5.4931
O 1.4500 -0.0077 6.3314
C 1.7396 -0.5463 7.6455
C 3.2219 -0.9135 7.4150
F 3.4282 -2.1019 8.0568
O 3.3668 -1.0493 6.0361
H 1.6956 0.3017 8.3278
H 0.9996 -1.3164 7.8409
H 3.9061 -0.1988 7.8856
O -1.8047 5.4402 -3.7633
C -1.2903 5.6319 -2.7153
O -0.0995 5.1523 -2.1741
C -0.0893 5.4917 -0.7961
C -1.5837 5.6272 -0.5021
F -1.7614 6.4550 0.5511
O -1.9934 6.2174 -1.7131
H 0.3499 4.7032 -0.1854
H 0.5434 6.3581 -0.5939
H -2.0608 4.6591 -0.3497
O 1.6403 -0.8805 -4.9081
C 2.4483 -1.4166 -5.5929
O 2.5773 -2.7551 -5.7868
C 3.6125 -2.9923 -6.7354
C 4.0865 -1.5735 -7.1921
F 3.6947 -1.1961 -8.4303
O 3.4405 -0.7844 -6.2245
H 4.4213 -3.5184 -6.2394
H 3.2999 -3.4802 -7.6588
H 5.1694 -1.5181 -7.1311
C 1.1527 7.7033 6.9798
O 1.5426 6.8340 5.9405
P 2.5864 5.6481 6.2326
O 3.8638 6.1075 6.8158
O 2.6807 4.8841 4.8267
C 1.5715 4.2678 4.1540
O 1.7490 4.6739 7.2373
C 2.3962 3.5652 7.8546
H 1.5480 8.7144 6.8434
H 1.4965 7.4318 7.9780
H 0.0770 7.8803 6.9851
H 1.9195 3.2362 4.0246
H 1.4781 4.6865 3.1570
H 0.6978 4.1010 4.7821
H 1.6818 3.1351 8.5547
H 3.3424 3.8116 8.3328
H 2.5339 2.8153 7.0699
C -7.7497 1.8774 -0.7350
O -6.7407 2.3354 0.1431
P -5.6284 1.3443 0.7512
O -6.1412 0.1601 1.4552
O -4.7499 1.0989 -0.5829
C -4.3331 -0.2659 -0.8611
O -4.7418 2.3057 1.6497
C -4.3044 3.5651 1.1666
H -7.6274 0.7942 -0.8714
H -7.5703 2.2311 -1.7498
H -8.7674 1.9674 -0.3644
H -5.2098 -0.8947 -0.7228
H -3.4775 -0.4938 -0.2273
H -4.0506 -0.2546 -1.9114
H -4.4623 3.7356 0.1038
H -3.2416 3.6128 1.4157
H -4.6665 4.4313 1.7245
C -1.8092 -4.1976 0.4788
O -2.7622 -5.2625 0.4894
P -4.3396 -4.9814 0.2998
O -4.7149 -4.6867 -1.0886
O -4.9439 -6.2652 0.9851
C -4.6850 -7.5967 0.4906
O -4.6563 -3.8090 1.3343
C -6.0364 -3.4415 1.5005
H -2.2897 -3.2390 0.2827
H -1.1218 -4.4593 -0.3247
H -1.1833 -4.0652 1.3635
H -3.8505 -7.5860 -0.2036
H -5.6240 -8.0673 0.2097
H -4.4025 -8.1207 1.4067
H -6.1304 -2.4055 1.1756
H -6.3045 -3.4551 2.5569
H -6.7268 -4.0885 0.9619
C 0.0898 -0.6285 -8.3694
O -1.0875 0.1843 -8.2414
P -1.8922 0.2950 -6.8549
O -2.3070 -0.9435 -6.1675
O -0.9425 1.2570 -5.9570
C -1.2493 2.4765 -5.3630
O -3.1024 1.2507 -7.2584
C -4.3652 0.6087 -7.5533
H 0.2146 -1.4722 -7.6844
H 0.9791 -0.0109 -8.2743
H -0.0861 -1.1421 -9.3133
H -1.7037 2.2138 -4.3982
H -1.9399 3.1764 -5.8405
H -0.3216 3.0332 -5.2143
H -5.0274 0.6096 -6.6930
H -4.2297 -0.3849 -7.9762
H -4.7896 1.2005 -8.3637
C 3.5088 -1.6141 -1.8594
O 4.3845 -1.7063 -2.9708
P 5.5697 -2.7834 -2.8194
O 5.3258 -3.9439 -1.9615
O 5.7807 -3.1525 -4.3765
C 6.9995 -3.8231 -4.7047
O 6.7860 -1.8496 -2.4279
C 6.9664 -1.3927 -1.1156
H 2.5890 -2.1963 -1.9168
H 3.2596 -0.5587 -1.7405
H 3.9393 -1.8569 -0.8832
H 7.8252 -3.1096 -4.6803
H 6.9688 -4.1535 -5.7431
H 7.2053 -4.6906 -4.0792
H 7.9065 -0.8418 -1.0908
H 7.0824 -2.2445 -0.4381
H 6.1726 -0.7548 -0.7204
C 2.3467 2.0471 0.6136
O 1.1165 2.5539 0.1639
P -0.1275 1.5051 -0.1132
O -1.3838 2.2277 -0.2108
O 0.4168 0.6736 -1.4283
C 0.9922 1.5084 -2.4502
O 0.0251 0.4474 1.0912
C 0.9465 -0.6299 1.1170
H 3.0424 2.8592 0.3796
H 2.6861 1.1740 0.0482
H 2.4810 1.8453 1.6789
H 1.8384 0.9011 -2.7756
H 1.3370 2.5075 -2.1898
H 0.3564 1.6308 -3.3270
H 1.3429 -0.9251 0.1457
H 0.3869 -1.5413 1.3588
H 1.6584 -0.5582 1.9371

Atom charges from the Löwdin analysis, given in e for atoms 1 to 99: 0.182, -0.554, 0.068, -0.035, -0.281, 0.033, 0.152, 0.121, 0.126, 0.163, 0.201, -0.550, 0.079, -0.028, -0.296, 0.084, 0.098, 0.140, 0.136, 0.154, 0.161, -0.573, 0.054, -0.005, -0.303, 0.056, 0.137, 0.125, 0.144, 0.173, 0.186, -0.505, 0.052, -0.073, -0.308, 0.081, 0.122, 0.110, 0.143, 0.140, 0.178, -0.573, 0.079, -0.047, -0.289, 0.074, 0.132, 0.108, 0.139, 0.163, -0.122, -0.206, 0.422, -0.236, -0.216, -0.072, -0.235, -0.099, 0.089, 0.088, 0.089, 0.075, 0.089, 0.097, 0.087, 0.091, 0.078, -0.105, -0.223, 0.405, -0.230, -0.230, -0.059, -0.192, -0.107, 0.079, 0.093, 0.091, 0.076, 0.076, 0.094, 0.090, 0.079, 0.095, -0.099, -0.216, 0.357, -0.225, -0.221, -0.063, -0.230, -0.081, 0.075, 0.082, 0.080, 0.089, 0.091, 0.089, 0.065

---

# 2
Molecular formula: C36H44N9P2SbSe2TeW
Method: DFT, wB97M-V/def2-TZVPD

## Properties
Frontier orbital gap (alpha / beta) in eV: 4.42 / 4.71
Energy above the lowest of the compared OMol25 structures with the same formula, charge and spin in eV: 1.444
HOMO (alpha / beta) in eV: -0.189 / -0.755
⟨S²⟩: 2.037
Total charge: -2
Lowest unoccupied orbital energy (alpha / beta) in eV: 4.23 / 3.96
Spin multiplicity: 3

Cartesian coordinates (Å):
W 1.3091 -0.1022 -0.0596
N 1.4340 2.8904 -2.4664
C 1.3134 1.7742 -3.2181
N 1.1828 1.9833 -4.5461
C 1.1694 0.8597 -5.2655
N 1.1270 1.0314 -6.6452
N 1.1984 -0.3739 -4.8240
C 1.2449 -0.4902 -3.4611
N 1.3569 0.5792 -2.6173
C 1.1710 -1.7828 -2.9124
C 1.0016 -2.9067 -3.7726
C 0.9820 -4.1702 -3.2726
C 1.1777 -4.3446 -1.8836
C 1.3184 -3.2175 -1.1097
N 1.2637 -1.9526 -1.5465
H 1.2066 3.7291 -2.9724
H 1.0899 2.8020 -1.4976
H 0.7173 1.9094 -6.9192
H 0.7758 0.2200 -7.1265
H 0.8991 -2.7112 -4.8284
H 0.8406 -5.0198 -3.9309
H 1.2273 -5.3192 -1.4174
H 1.5187 -3.3290 -0.0606
Se -1.2079 -0.3816 -0.9640
P -1.8675 1.6241 -1.6926
Se 0.4596 2.1480 0.4568
C -2.9377 2.2748 -0.3275
C -3.7117 1.4803 0.5130
C -4.4871 2.0498 1.5098
C -4.5024 3.4296 1.6854
C -3.7322 4.2321 0.8574
C -2.9534 3.6521 -0.1365
C -3.2726 1.1023 -2.8164
C -3.3676 -0.1431 -3.4363
C -4.3658 -0.4059 -4.3690
C -5.2964 0.5651 -4.7017
C -5.2149 1.8130 -4.0946
C -4.2136 2.0733 -3.1749
H -3.6814 0.4036 0.3893
H -5.0745 1.4148 2.1631
H -5.1002 3.8738 2.4728
H -3.7198 5.3067 0.9952
H -2.3158 4.2707 -0.7585
H -2.6460 -0.9114 -3.1916
H -4.4092 -1.3833 -4.8349
H -6.0729 0.3581 -5.4289
H -5.9326 2.5868 -4.3425
H -4.1614 3.0548 -2.7151
Te 3.7756 -1.3825 0.0687
C 5.6262 1.6051 -0.8591
Sb 3.5219 1.7200 -0.3054
C 4.0369 2.0190 1.7406
C 3.4776 3.8607 -0.5459
H 6.0215 2.6192 -0.7924
H 5.7746 1.2178 -1.8646
H 6.1009 0.9407 -0.1441
H 4.9460 2.6234 1.7685
H 4.2139 1.0564 2.2117
H 3.2201 2.5475 2.2317
H 4.2382 4.2326 0.1392
H 2.4990 4.2516 -0.2799
H 3.7205 4.1258 -1.5748
C 1.3320 -0.3025 1.9371
C 1.3224 0.5263 3.1435
C 0.2585 1.3438 3.5532
C 0.3019 2.0062 4.7698
C 1.4021 1.8953 5.6125
C 2.4553 1.0755 5.2310
C 2.4051 0.3930 4.0244
H -0.6048 1.4416 2.9100
H -0.5363 2.6323 5.0553
H 1.4336 2.4298 6.5547
H 3.3215 0.9609 5.8736
H 3.2237 -0.2568 3.7365
C -2.0681 -3.6110 2.9209
N -1.2325 -2.8446 3.8298
C -0.0939 -3.6778 4.1990
N 0.6827 -4.1764 3.0707
C -0.2128 -4.8449 2.1286
N -1.3662 -4.0491 1.7285
C -0.9947 -2.8857 0.9030
P 0.3351 -1.7493 1.7216
C -0.8031 -1.5703 3.2313
C 1.4239 -3.0902 2.4144
H -2.9262 -3.0035 2.6227
H -2.4304 -4.4977 3.4551
H -0.4824 -4.5418 4.7497
H 0.5675 -3.1088 4.8561
H -0.5843 -5.7622 2.5991
H 0.3557 -5.1181 1.2370
H -1.8864 -2.2752 0.7626
H -0.6855 -3.2292 -0.0804
H -1.6898 -1.0067 2.9237
H -0.3001 -0.9934 4.0018
H 2.0575 -2.5860 3.1505
H 2.1054 -3.5083 1.6742

Electronic structure analysis, Löwdin charges in units of e: 0.486, 0.069, -0.513, 0.138, -0.506, 0.099, 0.143, -0.323, 0.038, -0.271, -0.042, -0.110, -0.096, -0.319, -0.178, 0.094, -0.132, 0.067, 0.070, 0.087, 0.085, 0.083, 0.003, 0.424, 0.660, 0.191, -0.485, -0.114, -0.101, -0.118, -0.106, -0.144, -0.420, -0.130, -0.107, -0.129, -0.117, -0.119, 0.075, 0.091, 0.086, 0.090, 0.094, 0.043, 0.092, 0.084, 0.088, 0.093, 0.309, -0.352, 1.020, -0.340, -0.348, -0.014, -0.012, -0.033, 0.001, -0.035, 0.006, -0.010, -0.033, -0.008, -0.612, -0.371, -0.138, -0.099, -0.129, -0.111, -0.085, 0.063, 0.093, 0.080, 0.089, 0.101, -0.221, -0.145, -0.206, -0.147, -0.196, -0.142, -0.327, 0.775, -0.219, -0.278, 0.122, 0.115, 0.115, 0.124, 0.115, 0.119, 0.015, 0.049, 0.100, 0.081, 0.088, 0.040

---

# 3
Molecular formula: CH2BrNOS
Method: DFT, wB97M-V/def2-TZVPD

## Properties
Frontier orbital gap (alpha / beta) in eV: 7.73 / 7.72
Energy above the lowest of the compared OMol25 structures with the same formula, charge and spin in eV: 2.628
HOMO (alpha / beta) in eV: -8.510 / -8.507
Total charge: 0
Lowest unoccupied orbital energy (alpha / beta) in eV: -0.78 / -0.78

Cartesian coordinates (Å):
C 0.2131 1.2594 -0.2568
N 0.2599 -0.4848 0.9602
O 1.1648 1.4383 -0.9202
S -0.9015 -1.5734 0.5223
Br -1.5089 2.0755 -0.2651
H 1.2121 -0.6815 0.5716
H -0.4395 -2.0336 -0.6121

Electronic structure analysis, Löwdin charges in units of e: -0.739, -0.484, 0.025, 0.665, 0.687, 0.019, -0.173

---

# 4
Molecular formula: C28H77N7O7
Method: DFT, wB97M-V/def2-TZVPD

## Properties
Frontier orbital gap in eV: 8.86
Energy above the lowest of the compared OMol25 structures with the same formula, charge and spin in eV: 5.303
HOMO in eV: -8.346
Total charge: 0
Lowest unoccupied orbital energy in eV: 0.51
SMILES: COC[C@H](C)N.COC[C@H](C)N.COC[C@H](C)N.COC[C@H](C)N.COC[C@H](C)N.COC[C@H](C)N.COC[C@H](C)N

Cartesian coordinates (Å):
C 3.0732 1.3931 2.7059
O 1.8254 0.7953 2.4692
C 1.7598 0.0317 1.2524
C 0.3480 -0.4392 1.2114
C -0.0600 -1.3898 -0.0156
N -0.5031 0.7661 1.1611
H 3.4666 1.8686 1.8074
H 3.7652 0.6124 3.0218
H 2.7339 1.9546 3.5763
H 1.9664 0.6308 0.3655
H 2.3213 -0.8782 1.4643
H 0.0847 -0.9602 2.1319
H 0.5116 -2.3056 -0.1657
H -0.0858 -0.9115 -0.9947
H -1.0923 -1.7352 0.0409
H -0.0288 1.4622 1.7186
H -0.2742 1.2374 0.2977
C -4.3694 2.2278 5.1451
O -3.3330 2.7707 4.2426
C -2.0522 2.8964 4.8154
C -1.3781 1.6601 5.3313
C 0.0447 1.9743 5.7980
N -1.2198 0.6133 4.3270
H -4.1411 1.1724 5.2938
H -5.3483 2.2074 4.6660
H -4.5001 2.7046 6.1165
H -1.4429 3.4421 4.0949
H -1.9926 3.5086 5.7152
H -2.0060 1.2850 6.1395
H 0.7487 2.0358 4.9681
H 0.4426 1.1168 6.3407
H 0.1829 2.8509 6.4309
H -0.8959 0.8772 3.4075
H -2.1378 0.2154 4.1894
C 1.6848 0.6196 -3.1812
O 0.9110 1.6654 -3.8139
C 0.4235 1.3415 -5.1386
C 1.5655 1.5521 -6.1924
C 2.1787 2.9947 -6.2633
N 1.0133 1.3866 -7.5476
H 1.8252 0.7004 -2.1033
H 2.7143 0.5597 -3.5342
H 1.1905 -0.3441 -3.3046
H 0.0731 0.3159 -5.2545
H -0.4307 1.9473 -5.4410
H 2.3290 0.8600 -5.8372
H 1.4229 3.7781 -6.3196
H 2.8307 3.0720 -7.1334
H 2.7949 3.2750 -5.4090
H 1.7834 1.5985 -8.1658
H 0.4450 2.2216 -7.5426
C -2.2289 -3.4436 3.2173
O -1.7281 -4.8171 3.0470
C -2.4565 -5.8247 3.7485
C -1.5104 -6.6914 4.5449
C -0.6919 -7.7511 3.6985
N -2.1391 -7.2788 5.7021
H -2.4288 -3.3098 4.2804
H -3.1283 -3.4565 2.6016
H -1.4214 -2.7716 2.9268
H -3.2087 -5.3178 4.3531
H -2.9589 -6.3940 2.9664
H -0.7605 -6.0030 4.9348
H -0.1880 -8.5096 4.2976
H 0.1524 -7.2183 3.2609
H -1.4150 -8.2895 3.0859
H -2.7635 -6.5523 6.0221
H -2.7971 -7.9643 5.3598
C -4.4117 -6.7266 -3.7170
O -4.1834 -6.2962 -2.4141
C -2.7578 -6.3199 -2.0736
C -2.6112 -5.3988 -0.8812
C -2.7895 -3.8998 -1.2425
N -1.2906 -5.5281 -0.1983
H -4.1170 -6.0488 -4.5182
H -5.4996 -6.7869 -3.6856
H -4.2184 -7.7646 -3.9875
H -2.5896 -7.3734 -1.8500
H -2.1590 -6.0082 -2.9294
H -3.3771 -5.4807 -0.1100
H -1.8487 -3.4985 -1.6192
H -3.0011 -3.1989 -0.4349
H -3.6109 -3.7137 -1.9344
H -1.2797 -6.3379 0.4053
H -1.1901 -4.8071 0.5019
C 7.0557 4.1268 -3.4526
O 6.2387 3.0198 -3.0415
C 4.7616 3.0422 -3.2782
C 4.1068 3.9555 -2.2192
C 4.3370 3.4771 -0.7345
N 2.7448 4.2737 -2.4825
H 7.9216 4.2339 -2.7993
H 6.4573 5.0375 -3.4779
H 7.5552 4.0115 -4.4146
H 4.4909 3.2703 -4.3091
H 4.4651 1.9943 -3.2336
H 4.5015 4.9634 -2.3475
H 5.3571 3.1195 -0.5941
H 3.7116 2.6634 -0.3672
H 4.1933 4.2000 0.0685
H 2.5005 5.0527 -1.8880
H 2.8143 4.6213 -3.4282
C 0.6103 5.9152 -0.0050
O 0.1401 4.6986 0.7321
C -1.1291 4.1679 0.2784
C -0.9466 3.6194 -1.1324
C -2.2339 2.9402 -1.6736
N -0.0030 2.4857 -1.0921
H 0.5846 5.7630 -1.0840
H 1.6552 6.0489 0.2750
H 0.1383 6.8653 0.2455
H -1.5353 3.5236 1.0581
H -1.8331 4.9949 0.1865
H -0.5635 4.2890 -1.9024
H -2.5438 2.1500 -0.9897
H -2.0407 2.4060 -2.6039
H -3.0691 3.6384 -1.6178
H 0.8830 2.9445 -0.9351
H 0.1132 2.0325 -1.9872

Atom charges from the Löwdin analysis, given in e for atoms 1 to 99: -0.086, -0.230, -0.191, -0.387, -0.031, 0.033, 0.072, 0.086, 0.088, 0.115, 0.133, 0.112, 0.069, 0.051, 0.044, 0.043, 0.004, -0.070, -0.170, -0.246, -0.445, -0.060, 0.062, 0.069, 0.080, 0.085, 0.129, 0.116, 0.131, 0.059, 0.077, 0.074, 0.033, 0.061, -0.087, -0.219, -0.162, -0.398, -0.056, 0.027, 0.066, 0.070, 0.090, 0.119, 0.120, 0.126, 0.082, 0.074, 0.027, 0.061, 0.059, -0.042, -0.240, -0.215, -0.443, -0.037, 0.033, 0.082, 0.088, 0.076, 0.112, 0.121, 0.132, 0.066, 0.074, 0.070, 0.061, 0.069, -0.157, -0.198, -0.156, -0.405, -0.065, 0.042, 0.089, 0.086, 0.083, 0.124, 0.126, 0.127, 0.066, 0.060, 0.076, 0.054, 0.042, -0.103, -0.205, -0.120, -0.423, -0.027, 0.049, 0.083, 0.075, 0.074, 0.097, 0.109, 0.121, 0.073, 0.045

---

In the order shown, the computed F_max values come out to 2.8, 1.3, 3.5, 3.6 eV/A.